(1)
Formula: C8H32N6O8
Source: the OMol25 dataset
Level of theory: the ωB97M-V functional and the def2-TZVPD basis

Values from the calculation:
Total charge = 0
Max |F| = 8.3 eV/A
Gap between HOMO and LUMO = 8.563 eV
Total energy = -1254.30577 Eh
ΔE to the lowest compared entry with this formula, charge and spin = 5.5910 eV

Each line ends with the Mulliken charge.
Positions of all 54 atoms, in Å:
N: -0.15 2.10 4.54  -0.57
C: -1.19 1.42 4.18  0.74
N: -0.91 0.66 3.18  -0.27
O: -2.46 1.51 4.70  -0.72
H: -0.37 2.65 5.40  0.26
H: 0.91 1.95 4.35  0.35
H: -1.60 -0.10 2.82  -0.11
H: 0.10 0.46 2.90  0.25
N: 0.85 3.83 2.69  -0.37
C: 0.73 3.55 1.39  0.53
N: -0.04 2.48 1.19  -0.09
O: 1.40 4.29 0.34  -0.73
H: 1.36 4.74 2.81  0.23
H: 0.20 3.44 3.41  0.38
H: -0.09 2.19 0.20  -0.02
H: -0.64 1.97 1.94  0.35
N: 1.64 -2.07 1.42  -0.34
C: 0.78 -2.50 0.54  0.59
N: 1.16 -2.21 -0.68  -0.24
O: -0.31 -3.33 0.84  -0.79
H: 1.76 -2.60 2.23  0.28
H: 2.54 -1.59 1.11  0.17
H: 0.63 -2.72 -1.42  0.32
H: 1.96 -1.59 -1.07  0.15
C: 2.93 0.94 -0.90  -0.71
O: 2.87 -0.13 -1.82  -0.60
H: 2.67 0.72 0.16  0.17
H: 2.30 1.75 -1.28  0.38
H: 3.96 1.40 -0.95  0.33
H: 3.06 0.17 -2.72  0.30
C: -1.35 -0.09 -0.92  -0.22
O: -0.22 0.72 -1.02  -0.48
H: -2.18 0.32 -1.52  0.35
H: -1.54 -0.15 0.11  -0.05
H: -1.26 -1.07 -1.36  0.04
H: 0.50 0.16 -1.24  0.32
C: -1.22 -2.81 -3.54  -0.68
O: 0.00 -3.09 -2.89  -0.54
H: -1.88 -3.62 -3.23  0.24
H: -1.09 -2.79 -4.60  0.36
H: -1.61 -1.84 -3.27  0.23
H: 0.71 -2.98 -3.53  0.30
C: 0.46 0.39 -4.50  -0.29
O: 1.16 -0.05 -5.67  -0.53
H: -0.34 1.13 -4.76  0.30
H: 1.16 1.01 -3.94  0.16
H: 0.12 -0.36 -3.77  0.09
H: 2.10 -0.21 -5.49  0.29
C: -3.58 -1.07 2.36  -0.68
O: -2.30 -1.74 2.49  -0.54
H: -3.68 -0.36 3.22  0.24
H: -4.36 -1.87 2.44  0.26
H: -3.46 -0.70 1.40  0.29
H: -2.23 -2.33 1.75  0.30



(2)
Formula: C8H36NO18PS
Source: the OMol25 dataset
Level of theory: the ωB97M-V functional and the def2-TZVPD basis

Values from the calculation:
Total charge = 0
Max |F| = 0.8 eV/A
Gap between HOMO and LUMO = 7.243 eV
Total energy = -2475.06384 Eh

Each line ends with the Mulliken charge.
Positions of all 65 atoms, in Å:
N: -2.14 -0.69 3.50  -0.62
C: -2.20 -1.84 2.96  0.00
C: -2.54 -1.98 1.49  -1.22
C: -1.26 -1.80 0.74  0.04
C: -0.74 -0.60 0.39  0.78
S: -1.50 0.95 0.69  -0.09
C: 0.59 -0.55 -0.28  0.58
O: 1.24 0.49 -0.31  -0.43
C: 1.14 -1.78 -0.89  0.07
P: 2.51 -1.61 -2.12  -0.04
O: 3.61 -0.86 -1.17  -0.46
O: 2.02 -0.25 -2.90  -0.38
C: 0.61 -2.96 -0.56  -0.60
C: -0.50 -3.04 0.42  0.34
O: -0.78 -4.11 0.94  -0.61
H: -1.84 -0.78 4.47  0.28
H: -1.95 -2.77 3.48  0.43
H: -2.96 -2.96 1.32  0.43
H: -3.26 -1.21 1.19  0.50
H: -1.44 1.39 -0.58  0.02
H: 3.23 -0.71 -0.30  0.34
H: 1.37 -0.47 -3.58  0.31
H: 0.98 -3.89 -0.99  0.39
O: 3.97 1.62 0.37  -0.71
H: 3.08 1.29 0.18  0.29
H: 4.46 1.40 -0.43  0.34
O: 0.40 2.63 -2.06  -0.72
H: 1.08 3.30 -1.90  0.40
H: 0.77 1.83 -1.66  0.17
O: 3.38 -4.59 -1.33  -0.47
H: 4.18 -4.70 -1.85  0.22
H: 3.38 -5.34 -0.73  0.33
O: 3.75 -4.45 1.45  -0.63
H: 3.91 -3.73 0.82  0.32
H: 4.12 -4.14 2.28  0.29
O: 2.70 3.95 -1.05  -0.64
H: 3.50 4.17 -1.53  0.25
H: 2.97 3.24 -0.44  0.38
O: -4.78 -3.34 3.06  -0.57
H: -5.06 -4.25 2.93  0.29
H: -5.60 -2.84 3.08  0.28
O: 0.44 5.69 -0.50  -0.63
H: 0.77 6.54 -0.22  0.28
H: 1.15 5.07 -0.28  0.32
O: 0.63 -6.89 -1.72  -0.64
H: 1.45 -6.39 -1.73  0.29
H: 0.26 -6.72 -0.84  0.33
O: -0.67 0.38 -3.34  -0.59
H: -0.32 1.23 -3.03  0.43
H: -1.38 0.61 -3.94  0.29
O: -2.48 6.10 -0.31  -0.62
H: -1.57 6.01 -0.62  0.33
H: -3.02 5.79 -1.04  0.35
O: -0.35 -1.71 5.67  -0.62
H: 0.52 -1.71 5.26  0.31
H: -0.31 -2.41 6.33  0.31
O: -3.61 5.63 -3.04  -0.64
H: -2.71 5.55 -3.38  0.32
H: -4.18 5.30 -3.74  0.30
O: -4.15 0.99 -1.86  -0.64
H: -3.41 0.97 -1.23  0.33
H: -4.35 1.92 -1.97  0.31
O: 1.25 4.92 2.20  -0.65
H: 1.29 3.96 2.16  0.30
H: 0.32 5.13 2.11  0.34



Q: The lowest total energy belongs to which entry?
A: C8H36NO18PS



Q: What is the total energy in the second record?
A: -2475.06384 Eh



Q: Which value of gap between HOMO and LUMO does entry 1 give?
A: 8.563 eV